No. 1
Below is a structure of composition C25H45N2OP3SeY in a non-equilibrium geometry, with properties calculated with the ωB97M-V functional and the def2-TZVPD basis.

Values from the calculation:
- E (a.u.) = -4627.19899
- energy relative to the best compared isomer or geometry (same formula, charge and spin) (eV) = 0.0000
- LUMO energy (alpha / beta) (eV) = -11.46 / -11.29
- molar mass (g mol⁻¹) = 650.4

Structure (ORCA input):
```
! wB97M-V def2-TZVPD RIJCOSX def2/J DEFGRID3
* xyz 3 1
Y -0.7446 0.8675 -0.7637
Se -2.5674 0.4812 1.3538
P -1.0043 -2.1497 -0.8216
P 1.3904 -0.5930 1.2717
P 1.5454 2.4692 -0.5074
O -0.7232 0.8305 -2.8569
N -0.8444 1.5904 3.4374
N -1.9990 -0.1470 4.1192
C -1.8650 -3.0604 0.5326
C -1.3602 2.2861 -5.9372
C 3.2281 1.9428 -1.0591
C -0.6279 -1.4721 -6.2102
C -2.2157 2.7415 -5.0168
C -0.6741 -0.0013 -3.8738
C 1.0233 1.0779 6.6431
C 0.1839 -3.4167 -1.4512
C -1.8793 -0.5376 -4.3813
C -2.8101 -1.3585 4.1245
C 0.2625 -0.0134 7.0821
C -2.3409 -2.3798 -2.0510
C 0.7893 -1.8843 2.4548
C -1.8427 -1.0901 -5.6475
C 0.6942 1.7690 5.4633
C 1.9294 3.6676 0.8475
C 2.3490 0.3872 2.4954
C -1.1247 0.2002 5.1673
C 0.5778 -1.0475 -5.6339
C -1.7671 0.6453 3.0312
C 0.5735 -0.2529 -4.4950
C 1.1381 3.6104 -1.8775
C -0.8114 -0.5024 6.3277
C -0.4168 1.3112 4.7522
C 2.7666 -1.5531 0.5021
H 0.9063 -2.9050 -2.0940
H -2.6318 -3.7094 0.0927
H 1.0320 3.0421 -2.8091
H 1.0435 4.3038 1.0266
H 2.8223 1.2594 2.0287
H 3.1461 -0.2417 2.9288
H 3.4699 -1.8617 1.2827
H 2.3461 -2.4268 -0.0058
H -2.7949 -1.2186 -6.1579
H 1.9304 4.3610 -1.9864
H 3.7914 2.8090 -1.4194
H 0.4524 -1.4439 3.4062
H 1.2696 2.6025 5.0642
H 3.2672 -0.9105 -0.2284
H -0.6207 -2.0795 -7.1227
H -2.1846 -2.2527 3.9484
H -0.0597 -2.4113 2.0031
H 3.1027 1.2292 -1.8810
H -1.1628 -3.6645 1.1170
H -1.6347 1.4561 -6.6073
H -2.3517 -2.3026 1.1631
H 1.7177 0.7459 3.3265
H -3.5742 -1.2657 3.3445
H 2.1527 3.1167 1.7754
H -2.6329 -3.4340 -2.1115
H -1.9847 -2.0820 -3.0399
H -0.3298 -4.1869 -2.0356
H 1.4760 0.2156 -4.0611
H 1.5385 -1.3298 -6.0694
H 1.5855 -2.6146 2.6605
H -2.8061 -0.4580 -3.7893
H -0.4429 2.8246 -6.2109
H -1.9918 3.6545 -4.4358
H 0.7251 -3.8973 -0.6272
H -3.2108 2.2708 -4.8860
H 1.8572 1.4126 7.2514
H 2.7881 4.3154 0.5932
H -1.3926 -1.3908 6.5794
H -3.1956 -1.7496 -1.7728
H -0.4450 2.3112 2.8348
H 1.0283 -0.1686 -1.3215
H 0.1891 4.1126 -1.6561
H -3.2950 -1.4089 5.1024
H 3.7692 1.4430 -0.2502
H 0.5023 -0.4899 8.0277
*
```

=====

No. 2
Below is a structure of composition C25H45N2P3SScSe in a non-equilibrium geometry, with properties calculated with the ωB97M-V functional and the def2-TZVPD basis.

Values from the calculation:
- E (a.u.) = -5672.55448
- energy relative to the best compared isomer or geometry (same formula, charge and spin) (eV) = 0.4489
- LUMO energy (eV) = -11.24
- molar mass (g mol⁻¹) = 622.6

Structure (ORCA input):
```
! wB97M-V def2-TZVPD RIJCOSX def2/J DEFGRID3
* xyz 3 1
Se 1.5331 -1.8115 -0.1071
Sc 0.6839 0.6559 -0.8949
S -1.3922 -0.7458 -4.7902
P 2.2412 2.4229 0.2156
P -1.1936 0.8563 1.1540
P -0.8815 2.5383 -1.9993
N 1.8164 -2.2791 2.7142
N -0.1886 -2.7597 2.0380
C -3.2555 -4.1218 -3.8484
C -2.4033 -0.5025 1.0576
C 1.3760 -0.1363 -3.1059
C -0.1803 -3.0075 3.4173
C -2.1936 -5.0245 -3.6795
C -0.6250 -3.1825 -3.7821
C -0.5085 0.6907 2.8622
C -1.2389 -3.0498 4.3268
C 1.4627 -2.6119 5.1786
C -1.1330 4.2439 -1.2831
C -0.5536 3.0247 -3.7600
C 1.0199 -2.2732 1.6138
C -2.2868 2.2990 1.4321
C -0.9033 -4.5134 -3.4753
C 1.1137 -2.7351 3.8362
C 0.4193 -2.7458 6.1034
C -1.6722 -2.3288 -4.1549
C 2.1627 0.7413 -2.2916
C 3.1785 -1.7865 2.7612
C -3.0148 -2.7785 -4.1365
C 1.6061 3.6391 1.4166
C 3.5747 1.6121 1.1873
C -0.9012 -2.9681 5.6845
C 3.1964 3.4952 -0.9001
C -2.6082 1.8968 -2.2200
H 3.3791 1.8131 2.2582
H 0.5623 0.4411 2.8120
H 1.9857 1.8609 -2.4395
H -1.9944 -1.4346 1.4664
H 3.6023 0.5222 0.9892
H 3.0581 0.3913 -1.7552
H -2.8454 2.5493 0.5282
H 1.2638 -1.2290 -3.1071
H -1.3022 3.7498 -4.1583
H -3.3266 -0.2647 1.5996
H -1.5977 4.2071 -0.2723
H 0.6494 -2.7216 7.1658
H -3.8136 -2.0818 -4.3745
H 2.6782 4.4579 -0.9604
H 3.6869 -2.3264 3.5590
H -2.5486 0.8595 -2.5788
H 1.3210 0.1950 -4.1588
H -0.0997 -5.1564 -3.1244
H -0.5680 2.1285 -4.4100
H -0.9812 -2.9326 1.4247
H 2.4883 4.2362 1.6858
H -2.2554 -3.1496 3.9500
H 0.3662 -2.7751 -3.6323
H 4.1851 3.6039 -0.4469
H -1.6833 -3.0480 6.4314
H -3.0043 2.0893 2.2345
H -4.2748 -4.5265 -3.9285
H -0.3472 -1.0917 -5.6383
H -0.1453 4.7512 -1.1802
H 4.5140 2.0908 0.8601
H -2.3602 -6.0844 -3.5264
H -0.5975 1.6390 3.4189
H -1.0131 -0.1024 3.4398
H -3.1932 2.4624 -2.9661
H -1.6806 3.1631 1.7220
H 3.2026 -0.7105 2.9810
H 0.4603 3.4678 -3.8236
H -1.7649 4.9240 -1.9053
H 0.8456 4.2631 0.9228
H 2.4998 -2.4071 5.4347
H -3.1358 1.8963 -1.2588
H 3.3135 3.0646 -1.9006
H 3.6724 -1.9613 1.7979
H 1.2016 3.1021 2.2889
H -2.6541 -0.6797 0.0048
*
```

=====

No. 3
Below is a cluster of 4 separate species, C25H45N6O3S in total in a non-equilibrium geometry, with properties calculated with the ωB97M-V functional and the def2-TZVPD basis.

Values from the calculation:
- E (a.u.) = -1931.21526
- LUMO energy (eV) = -3.38
- molar mass (g mol⁻¹) = 509.7

Structure (ORCA input):
```
! wB97M-V def2-TZVPD RIJCOSX def2/J DEFGRID3
* xyz 1 1
S 1.9314 -2.1428 0.6433
O -2.1396 -7.9432 -0.5762
O -2.4694 2.6185 -3.2788
O 6.7032 -6.4576 1.2088
N -0.3336 -6.4993 -0.4745
N -2.8947 2.3392 5.9375
N 6.2820 -4.2289 0.7480
N 0.8867 1.2671 -1.7592
N -0.1357 -0.2567 0.0264
N -3.9560 3.9144 -4.4903
C 0.6283 4.1646 -0.7012
C 6.8161 -2.9362 0.3739
C -2.2471 1.4838 4.8320
C 1.2930 -0.6596 -0.3075
C -3.4105 1.0061 3.7305
C -3.4315 2.7261 -4.0282
C -0.7535 4.1352 0.2404
C -0.7365 4.4091 1.8736
C 0.1623 -5.1490 -0.6392
C 2.0866 4.7740 1.6181
C -3.3457 5.1612 -4.0775
C -2.9372 -0.3108 2.8483
C 0.3802 3.8217 -2.3090
C -1.0721 -0.8929 1.0462
C 2.0059 0.2844 -1.4532
C -5.0998 3.9560 -5.3770
C 2.0847 4.4738 -0.0151
C 0.7205 4.7433 2.5640
C 0.5887 -7.5376 -0.0638
C -1.6546 -6.8255 -0.6963
C 7.0872 -5.3382 0.8956
C -0.3518 0.9157 -0.9103
C 4.8573 -4.3580 0.9736
C -2.4130 0.0556 1.3315
C 1.0794 2.3833 -2.7709
H -2.1685 1.2148 1.1860
H 1.8274 -1.9583 2.0322
H -1.8280 3.9035 -0.2226
H -2.2669 -5.9622 -1.0041
H -2.2980 5.1665 -4.3927
H 0.5745 -4.8051 0.3138
H -5.9018 4.5207 -4.8932
H 0.6586 2.0912 -3.8479
H 3.0871 0.1696 -1.8882
H 0.2379 -7.9744 0.8759
H 4.6887 -4.7024 1.9984
H 4.4529 -5.1020 0.2809
H -3.3857 5.2333 -2.9865
H 3.0523 4.4600 -0.6900
H -4.8084 4.4535 -6.3066
H 6.5852 -2.2162 1.1643
H -1.3426 1.5693 -0.9883
H -3.8028 1.9019 3.0709
H -4.3180 0.6285 4.4026
H 4.3536 -3.3998 0.8199
H 0.9478 -5.1514 -1.4004
H -0.4735 -0.8877 2.0778
H 0.7477 4.7051 -2.9908
H 0.6094 -8.3189 -0.8295
H 3.1424 5.0215 2.1050
H -5.4576 2.9485 -5.6060
H -3.9708 1.8410 -4.4034
H -1.7675 4.3554 2.4668
H -1.3361 -2.0095 0.8158
H -0.7838 3.6717 -2.5148
H -2.1920 2.5743 6.6730
H 1.5938 -7.1294 0.0727
H 6.3482 -2.6179 -0.5621
H -3.8176 -1.1058 2.7160
H -0.6370 -4.4709 -0.9503
H -1.7123 0.5561 5.3226
H 0.7282 4.9572 3.7266
H -3.2471 -0.1749 0.5092
H 2.2566 2.5210 -2.9051
H -2.1193 -0.8607 3.5142
H -3.2352 3.2292 5.5084
H 7.8998 -2.9826 0.2359
H -3.8680 6.0126 -4.5220
H 8.1517 -5.1283 0.7006
H -1.4164 2.1551 4.3518
*
```